Entry from the Open Molecules 2025 dataset: a cluster of 2 separate species, C16H25NO2 in total in a non-equilibrium geometry (ωB97M-V/def2-TZVPD).

Calculated values
<S²>   0.754
E_HOMO (alpha / beta)   -2.80 / -2.80 eV
Kohn-Sham gap (alpha / beta)   5.55 / 4.76 eV
DFT total energy   -829.61151 a.u.
Maximum force   4.7 eV Å⁻¹

```
! wB97M-V def2-TZVPD RIJCOSX def2/J DEFGRID3
* xyz -1 2
C 2.320 -2.402 0.440
C 1.825 -1.810 -0.971
C 2.246 -2.935 -2.080
C 0.222 -1.789 -0.965
C -0.272 -0.548 -0.076
C -1.856 -0.487 0.161
C -2.534 0.693 0.955
C -4.084 0.697 1.209
C -5.022 -0.447 0.705
C -4.342 -1.606 -0.091
C -2.792 -1.613 -0.348
C 0.316 0.785 -0.784
C 1.915 0.683 -0.773
C 2.453 1.002 0.712
C 2.438 1.932 -1.691
N 2.484 -0.547 -1.404
O 3.791 -0.561 -1.145
H 1.869 -1.898 1.359
H 1.942 -3.498 0.471
H 3.471 -2.492 0.518
H 1.983 -2.489 -3.113
H 1.707 -3.926 -1.909
H 3.388 -3.074 -2.028
H -0.179 -1.636 -2.040
H -0.165 -2.807 -0.617
H 0.196 -0.590 0.981
H -1.861 1.535 1.361
H -4.571 1.559 1.781
H -6.149 -0.473 0.896
H -4.977 -2.472 -0.474
H -2.370 -2.512 -0.923
H -0.103 1.747 -0.329
H -0.045 0.756 -1.883
H 1.939 1.994 1.022
H 2.158 0.238 1.504
H 3.583 1.252 0.714
H 1.832 2.882 -1.424
H 2.330 1.679 -2.815
H 3.533 2.121 -1.436
C -1.708 4.186 2.883
O -1.144 3.297 2.064
H -1.059 5.002 3.269
H -2.565 4.772 2.484
H -2.143 3.798 3.830
*
```

Entry from the Open Molecules 2025 dataset: a cluster of 3 separate species, C9H12F2O9 in total in a non-equilibrium geometry (ωB97M-V/def2-TZVPD).

Calculated values
ΔE to the lowest compared entry with this formula, charge and spin   21.6 kcal per mole
E_HOMO   -10.84 eV
Kohn-Sham gap   11.26 eV
DFT total energy   -1226.98382 a.u.
Maximum force   6.4 eV Å⁻¹

```
! wB97M-V def2-TZVPD RIJCOSX def2/J DEFGRID3
* xyz 0 1
O -0.305 4.876 -0.597
C -0.188 6.086 -0.395
O 0.627 6.946 -1.046
C 0.307 8.274 -0.677
C -1.054 8.087 -0.088
F -1.946 8.263 -1.099
O -1.128 6.769 0.363
H 1.004 8.569 0.107
H 0.329 8.974 -1.512
H -1.220 8.933 0.579
O -6.206 -2.569 3.339
C -5.726 -1.659 2.610
O -4.669 -1.819 1.901
C -4.069 -0.658 1.551
C -5.236 0.337 1.747
F -5.829 0.619 0.522
O -6.139 -0.348 2.581
H -3.322 -0.395 2.300
H -3.424 -0.450 0.698
H -4.777 1.251 2.125
C 4.043 -4.229 0.492
O 3.537 -5.089 -0.497
C 4.503 -5.762 -1.281
O 5.748 -5.745 -1.210
O 3.842 -6.454 -2.176
C 4.519 -7.540 -2.935
H 4.903 -4.608 1.044
H 3.248 -3.969 1.190
H 4.314 -3.308 -0.024
H 3.958 -8.156 -3.638
H 5.149 -8.274 -2.433
H 5.206 -6.952 -3.543
*
```

Entry from the Open Molecules 2025 dataset: an isolated molecule of C4H7N3 in a non-equilibrium geometry (ωB97M-V/def2-TZVPD).

Calculated values
ΔE to the lowest compared entry with this formula, charge and spin   53.1 kcal per mole
E_HOMO   -7.95 eV
Kohn-Sham gap   8.45 eV
DFT total energy   -320.79872 a.u.
Maximum force   2.5 eV Å⁻¹

```
! wB97M-V def2-TZVPD RIJCOSX def2/J DEFGRID3
* xyz 0 1
C -2.547 -0.408 0.102
C 2.404 -0.188 -0.076
N -1.311 0.312 0.009
C 1.038 0.428 -0.088
C -0.194 -0.295 0.045
N 0.220 2.634 -0.196
N 0.887 1.715 -0.069
H -0.093 -1.384 0.124
H -2.415 -1.502 0.136
H -3.175 -0.155 -0.760
H -3.079 -0.094 1.007
H 2.770 -0.325 0.945
H 3.122 0.429 -0.623
H 2.373 -1.168 -0.559
*
```

Entry from the Open Molecules 2025 dataset: an isolated molecule of C19H22N4O4S in a non-equilibrium geometry (ωB97M-V/def2-TZVPD).

Calculated values
ΔE to the lowest compared entry with this formula, charge and spin   31.1 kcal per mole
E_HOMO   -8.69 eV
Kohn-Sham gap   9.02 eV
DFT total energy   -1655.43399 a.u.
Maximum force   1.1 eV Å⁻¹

```
! wB97M-V def2-TZVPD RIJCOSX def2/J DEFGRID3
* xyz 0 1
C -0.320 -1.575 0.753
C 0.611 -1.307 -0.407
O 0.210 -0.857 -1.467
N 1.915 -1.626 -0.214
C 2.461 -2.007 1.072
C 3.976 -1.727 1.105
N 4.355 -0.665 0.217
S 4.262 0.928 0.726
O 4.131 0.890 2.151
O 5.381 1.608 0.144
C 2.781 1.598 -0.037
C 2.893 2.199 -1.277
C 1.748 2.614 -1.936
C 0.507 2.406 -1.359
C 0.406 1.835 -0.094
C -0.931 1.640 0.551
O -1.154 1.965 1.698
N -1.828 1.059 -0.293
C -3.152 0.720 -0.032
C -3.865 1.175 1.078
C -5.181 0.776 1.203
C -5.759 -0.052 0.243
C -7.183 -0.497 0.355
C -4.949 -0.439 -0.817
N -3.689 -0.069 -0.954
C 1.558 1.448 0.580
C 4.101 -0.939 -1.175
C 2.804 -1.754 -1.352
H -1.342 -1.543 0.384
H -0.127 -2.555 1.184
H -0.213 -0.823 1.532
H 1.975 -1.415 1.849
H 2.278 -3.071 1.278
H 4.540 -2.620 0.815
H 4.278 -1.429 2.108
H 3.877 2.351 -1.695
H 1.822 3.085 -2.904
H -0.388 2.709 -1.881
H -1.465 0.633 -1.143
H -3.394 1.811 1.807
H -5.766 1.109 2.049
H -7.848 0.365 0.375
H -7.457 -1.131 -0.484
H -7.333 -1.055 1.279
H -5.327 -1.082 -1.602
H 1.510 1.037 1.576
H 4.945 -1.502 -1.592
H 4.045 0.017 -1.693
H 2.249 -1.421 -2.230
H 3.052 -2.816 -1.471
*
```

Entry from the Open Molecules 2025 dataset: a structure of composition C21H30N4O6S in a non-equilibrium geometry (ωB97M-V/def2-TZVPD).

Calculated values
ΔE to the lowest compared entry with this formula, charge and spin   623.6 kcal per mole
E_HOMO   -8.05 eV
Kohn-Sham gap   8.39 eV
DFT total energy   -1885.95164 a.u.
Maximum force   18.0 eV Å⁻¹

```
! wB97M-V def2-TZVPD RIJCOSX def2/J DEFGRID3
* xyz 0 1
C -0.558 0.181 -3.362
C -0.976 -0.119 -2.052
H -0.255 0.321 -1.321
H -1.272 -1.207 -1.939
O -2.357 0.372 -1.981
C -2.429 1.645 -1.183
O -1.486 2.166 -0.645
C -3.788 2.349 -1.257
H -3.912 2.917 -0.301
H -3.904 2.940 -1.996
S -5.116 1.251 -1.171
C -4.590 0.253 0.090
N -4.029 0.509 1.188
N -3.594 -0.219 2.116
C -3.809 -1.452 1.317
N -4.421 -1.232 0.345
C -4.610 -2.296 -0.777
H -4.915 -1.624 -1.652
H -5.398 -2.647 -0.624
H -3.800 -2.715 -0.889
C -3.285 -2.743 1.819
N -1.909 -2.501 2.033
C -1.169 -2.374 0.729
O -1.694 -2.909 -0.176
C 0.102 -1.543 0.460
C 0.182 -0.439 1.304
C 1.225 0.173 1.233
C 2.400 0.089 0.502
C 2.298 -1.395 0.082
C 1.266 -2.192 0.111
H 1.259 -3.006 -0.491
O 3.374 -1.959 -0.827
C 4.762 -1.390 -0.605
C 5.636 -2.668 -1.120
H 6.655 -2.260 -1.074
H 5.603 -3.207 -0.415
H 5.427 -2.827 -2.284
H 4.967 -1.122 0.670
H 4.821 -0.506 -1.252
O 3.356 0.851 0.494
C 3.369 2.024 0.250
C 4.331 2.620 -0.522
H 5.302 2.304 -0.205
H 4.433 1.871 -1.680
H 4.290 3.674 -1.032
H 2.506 2.183 -0.467
H 3.332 2.573 1.060
O 1.415 1.435 1.858
C 0.116 2.289 2.174
C 0.306 3.687 2.730
H -0.420 4.163 3.025
H 0.823 4.216 1.765
H 1.400 3.676 3.343
H -0.246 1.566 3.240
H -0.542 2.135 1.593
H -0.750 -0.012 2.020
H -1.421 -2.125 2.571
H -3.606 -3.543 1.293
H -3.523 -2.863 2.950
H -0.260 1.232 -3.270
H -1.276 -0.193 -4.280
H 0.361 -0.382 -3.514
*
```

Entry from the Open Molecules 2025 dataset: an isolated molecule of C16H32O2S (ωB97M-V/def2-TZVPD).

Calculated values
ΔE to the lowest compared entry with this formula, charge and spin   2.4 kcal per mole
E_HOMO   -8.81 eV
Kohn-Sham gap   9.62 eV
DFT total energy   -1177.54485 a.u.
Maximum force   0.8 eV Å⁻¹

```
! wB97M-V def2-TZVPD RIJCOSX def2/J DEFGRID3
* xyz 0 1
C -3.553 -3.282 -0.528
C -3.791 -1.879 -1.074
C -4.164 -0.864 0.010
C -3.008 -0.462 0.929
C -1.995 0.485 0.276
C -2.492 1.929 0.236
C -1.537 2.879 -0.489
C -0.180 3.056 0.209
C 0.960 2.293 -0.466
C 2.291 2.546 0.242
C 3.507 2.088 -0.564
C 3.617 0.577 -0.771
C 3.829 -0.191 0.532
C 4.287 -1.619 0.283
S 3.103 -2.639 -0.660
C 1.895 -3.100 0.638
C 0.802 -2.069 0.672
O 0.794 -1.093 1.378
O -0.164 -2.346 -0.199
H -2.720 -3.306 0.170
H -3.327 -3.968 -1.341
H -4.441 -3.642 -0.012
H -4.609 -1.924 -1.797
H -2.904 -1.543 -1.616
H -4.564 0.032 -0.468
H -4.965 -1.292 0.618
H -3.419 0.034 1.812
H -2.503 -1.363 1.285
H -1.786 0.167 -0.750
H -1.065 0.455 0.847
H -3.460 1.963 -0.271
H -2.644 2.284 1.258
H -2.031 3.850 -0.563
H -1.379 2.520 -1.508
H 0.084 4.117 0.215
H -0.257 2.738 1.250
H 1.040 2.619 -1.507
H 0.743 1.225 -0.463
H 2.392 3.620 0.418
H 2.281 2.055 1.216
H 4.411 2.435 -0.057
H 3.476 2.570 -1.544
H 2.724 0.203 -1.273
H 4.466 0.386 -1.433
H 2.911 -0.198 1.119
H 4.604 0.305 1.125
H 5.189 -1.632 -0.332
H 4.490 -2.145 1.217
H 2.416 -3.157 1.591
H 1.493 -4.067 0.342
H -0.845 -1.650 -0.203
*
```

Entry from the Open Molecules 2025 dataset: a cluster of 6 separate species, C25H30F5N2O17 in total in a non-equilibrium geometry (ωB97M-V/def2-TZVPD).

Calculated values
E_HOMO   -12.82 eV
Kohn-Sham gap   8.85 eV
DFT total energy   -2858.38278 a.u.
Maximum force   1.8 eV Å⁻¹

```
! wB97M-V def2-TZVPD RIJCOSX def2/J DEFGRID3
* xyz 1 1
C -0.420 -0.157 -1.727
C -0.598 0.294 -3.141
C 0.069 1.408 -3.609
C -0.104 1.756 -4.934
N -0.892 1.016 -5.675
N -1.588 -0.030 -5.314
C -1.441 -0.390 -4.070
C -2.231 -1.597 -3.610
C -3.668 -1.624 -4.205
C -4.767 -1.545 -3.102
C -5.575 -0.252 -3.282
O -4.791 0.882 -2.855
C -4.872 1.054 -1.504
O -3.933 1.424 -0.847
H 0.607 0.104 -1.442
H -1.059 0.388 -1.022
H -0.506 -1.236 -1.596
H 0.705 1.977 -2.943
H 0.407 2.603 -5.374
H -0.979 1.290 -6.649
H -2.329 -1.614 -2.525
H -1.683 -2.508 -3.882
H -3.817 -2.518 -4.813
H -3.840 -0.779 -4.877
H -5.475 -2.357 -3.305
H -4.366 -1.608 -2.087
H -5.765 -0.093 -4.348
H -6.562 -0.299 -2.807
H -5.856 0.816 -1.058
C 3.394 -2.684 -1.704
C 3.522 -2.575 -3.199
O 2.846 -1.349 -3.469
C 2.987 -0.580 -2.357
O 2.771 0.592 -2.323
O 3.395 -1.302 -1.304
F 2.876 -3.580 -3.832
H 2.449 -3.144 -1.396
H 4.220 -3.224 -1.249
H 4.547 -2.515 -3.569
C 2.126 1.831 0.696
C 0.923 2.585 1.198
O 1.273 2.877 2.535
C 2.638 2.967 2.564
O 3.254 3.455 3.447
O 3.186 2.429 1.444
F -0.191 1.801 1.193
H 2.074 0.765 0.927
H 2.283 1.953 -0.373
H 0.714 3.515 0.665
C -0.242 5.712 4.008
C -0.192 7.196 4.264
O 0.714 7.649 3.272
C 0.607 6.785 2.226
O 1.014 6.995 1.133
O -0.037 5.647 2.593
F 0.318 7.473 5.487
H 0.560 5.175 4.517
H -1.195 5.267 4.286
H -1.148 7.709 4.146
C -1.543 -3.589 1.903
C -0.406 -4.363 2.509
O 0.409 -4.654 1.376
C 0.204 -3.651 0.496
O 0.909 -3.419 -0.439
O -0.894 -2.928 0.807
F -0.835 -5.526 3.053
H -2.332 -4.239 1.522
H -1.979 -2.871 2.593
H 0.176 -3.808 3.241
C 3.450 -3.552 5.306
C 3.478 -2.256 6.074
O 2.688 -1.400 5.261
C 1.799 -2.192 4.614
O 0.823 -1.797 4.061
O 2.159 -3.497 4.684
F 4.730 -1.756 6.156
H 4.222 -3.594 4.537
H 3.540 -4.426 5.946
H 3.043 -2.311 7.074
*
```